No. 1
{"formula": "C2H3N2S", "method": "ωB97M-V with the def2-TZVPD basis set", "elements": ["C", "N", "S", "N", "C", "H", "H", "H"], "coordinates": [[-0.53304, 1.33996, 0.00761], [-1.70539, 0.78306, 0.02254], [-1.67399, -0.87373, 0.03331], [-0.01346, -0.94100, 0.03928], [0.67478, 0.28370, 0.08542], [0.41250, -1.64343, -0.52349], [1.52814, 0.47648, -0.65404], [1.31045, 0.57496, 0.98936]], "forces_ev_per_a": [[-1.73, -3.72, 0.22], [2.32, 2.05, 0.01], [1.16, 1.01, -0.01], [-0.20, -0.66, -0.02], [1.03, 3.92, 0.04], [0.34, -1.11, -0.14], [-1.62, -0.64, 0.12], [-1.30, -0.86, -0.20]], "mulliken_charge": [0.28, -0.25, 0.45, -0.15, -0.26, 0.34, 0.31, 0.28], "fmax_ev_per_a": 4.1, "e_lumo_ha": [-0.29440, -0.26869], "energy_ha": -585.26539, "total_charge": 1, "de_lowest_kcal_mol": 40.2}



No. 2
{"formula": "C12H17Cl2N3O2Pt", "method": "ωB97M-V with the def2-TZVPD basis set", "elements": ["C", "C", "C", "C", "C", "C", "C", "C", "C", "C", "Pt", "Cl", "Cl", "O", "H", "H", "H", "H", "H", "H", "H", "H", "H", "H", "H", "H", "H", "H", "H", "H", "O", "H", "N", "C", "N", "C", "N"], "coordinates": [[0.04470, -1.13728, -1.38326], [1.41967, -1.10947, -1.13842], [1.81464, 0.20647, -0.77557], [2.34304, -2.26151, -1.28594], [0.68327, 1.04952, -0.78581], [-0.51687, 0.20252, -1.11159], [-1.65291, 0.72030, -1.90801], [-0.71201, -2.30265, -1.87029], [3.21011, 0.61961, -0.50618], [0.71510, 2.52191, -0.86973], [-0.76634, 0.22083, 1.02870], [0.05278, -1.86060, 1.67896], [-3.23868, -0.99704, 0.79465], [-1.63692, 2.03019, 0.83035], [1.83451, -3.21448, -1.09326], [3.18508, -2.18360, -0.58566], [2.76840, -2.31785, -2.29987], [3.66355, -0.00744, 0.27513], [3.24359, 1.65895, -0.16677], [3.85755, 0.53775, -1.39288], [1.49921, 2.92834, -0.21474], [-0.25283, 2.92169, -0.53992], [0.92758, 2.87009, -1.89515], [-1.90357, 1.72604, -1.56554], [-2.53813, 0.08856, -1.76989], [-1.37220, 0.75093, -2.96939], [-0.53137, -3.18740, -1.24102], [-0.42272, -2.56903, -2.89977], [-1.78614, -2.09582, -1.85860], [-1.38306, 2.44174, 1.66182], [-4.39359, -0.28623, -0.32714], [-4.75079, 0.43750, 0.21397], [-0.33369, 0.79830, 2.95218], [-0.36637, 0.60305, 4.11926], [-0.20685, 0.57546, 5.37617], [-0.95638, 0.03212, 6.30299], [-1.54137, -0.41147, 7.22021]], "forces_ev_per_a": [[-0.12, 1.38, 0.21], [0.69, 1.31, 0.03], [0.01, -2.05, -0.64], [0.27, -0.37, 0.14], [-2.56, -1.02, -0.32], [2.64, 0.06, -0.37], [-0.60, 0.14, 0.07], [-0.47, -0.42, 0.01], [0.44, 0.15, 0.31], [0.00, 0.61, 0.17], [-0.12, -1.26, -1.64], [0.51, -1.55, 0.45], [4.14, -2.43, 3.61], [-0.89, 1.56, -0.17], [0.07, 0.17, 0.03], [-0.13, -0.07, -0.09], [-0.03, -0.01, 0.09], [-0.04, 0.12, -0.08], [0.09, -0.12, 0.00], [-0.14, -0.01, 0.08], [-0.17, 0.05, -0.13], [0.23, -0.06, -0.04], [-0.04, -0.09, 0.09], [-0.16, -0.09, -0.07], [0.05, 0.26, -0.11], [-0.10, 0.04, -0.03], [-0.05, 0.20, -0.06], [0.00, 0.06, 0.12], [0.12, -0.09, 0.04], [-0.16, 0.16, 0.04], [-4.01, 2.51, -3.49], [-0.01, 0.04, -0.29], [0.22, 0.33, 3.57], [0.13, 0.63, -2.67], [0.10, -0.17, 1.46], [-0.60, -0.47, 0.67], [0.66, 0.53, -0.98]], "mulliken_charge": [-0.37, 1.01, 0.74, -1.80, 0.13, 2.31, -1.76, -1.87, -1.76, -1.94, 0.87, -0.62, -0.52, -0.94, 0.37, 0.36, 0.27, 0.34, 0.38, 0.28, 0.47, 0.39, 0.22, 0.35, 0.40, 0.33, 0.33, 0.31, 0.36, 0.27, -0.37, 0.21, -0.58, 0.67, -0.71, 0.51, -0.62], "fmax_ev_per_a": 6.0, "e_lumo_ha": [0.18181, 0.16493], "spin_multiplicity": 5, "energy_ha": -1821.72495, "total_charge": -2}



No. 3
{"formula": "C10H15NO2", "method": "ωB97M-V with the def2-TZVPD basis set", "elements": ["C", "C", "C", "C", "C", "O", "C", "C", "H", "H", "H", "H", "H", "H", "H", "H", "C", "C", "C", "N", "O", "H", "H", "H", "H", "H", "H", "H"], "coordinates": [[0.96711, -1.87318, -2.31085], [1.07332, -0.42287, -1.91174], [-0.07598, 0.31458, -1.59546], [0.02693, 1.53962, -0.98276], [1.26291, 2.09175, -0.66078], [1.32320, 3.27220, 0.04986], [2.40347, 1.41089, -1.02775], [2.29651, 0.17360, -1.65958], [1.35563, -2.07629, -3.32047], [-0.08920, -2.16500, -2.32731], [1.55012, -2.50863, -1.65512], [-1.03205, -0.18174, -1.76039], [-0.84927, 2.16924, -0.84562], [1.12719, 3.12034, 0.97693], [3.39667, 1.77496, -0.78554], [3.23484, -0.30443, -1.92327], [-0.10247, -0.22672, 2.00083], [-1.23679, -1.24669, 2.18428], [-2.39878, -0.94834, 1.24571], [-3.07286, 0.19827, 1.55182], [-2.63622, -1.62919, 0.26935], [0.36273, -0.41338, 1.03275], [0.64023, -0.40933, 2.77614], [-0.37230, 0.82709, 2.01982], [-0.84128, -2.22624, 1.93581], [-1.54628, -1.37336, 3.21639], [-3.87541, 0.53736, 1.03910], [-2.89197, 0.57547, 2.46788]], "forces_ev_per_a": [[-0.23, 0.23, -1.00], [-0.16, -0.11, 0.49], [0.28, -1.03, -0.15], [-0.37, 1.05, -0.38], [-0.33, -0.57, 0.25], [0.26, 0.47, -0.28], [0.34, -0.24, -0.03], [0.44, 0.32, -0.01], [-0.05, 0.24, 0.16], [0.29, -0.17, 0.21], [-0.12, -0.13, 0.33], [0.01, 0.41, 0.02], [-0.01, -0.27, 0.34], [-0.08, -0.14, 0.02], [-0.19, 0.22, 0.00], [-0.17, -0.27, 0.02], [0.32, -0.52, 0.10], [0.12, 0.05, -0.28], [0.11, -0.17, -0.17], [0.07, 0.10, 0.48], [-0.11, 0.09, -0.07], [0.08, 0.10, 0.03], [0.15, 0.12, -0.02], [-0.34, -0.04, 0.15], [-0.07, -0.10, -0.34], [-0.30, 0.49, 0.28], [0.24, -0.37, 0.01], [-0.20, 0.23, -0.18]], "mulliken_charge": [-1.45, 0.63, -0.40, -0.34, 0.16, -0.59, -0.45, -0.40, 0.37, 0.35, 0.32, 0.29, 0.38, 0.32, 0.42, 0.37, -0.72, -0.62, 0.54, -0.38, -0.62, 0.07, 0.39, 0.25, 0.31, 0.36, 0.23, 0.20], "fmax_ev_per_a": 1.2, "e_lumo_ha": 0.02369, "energy_ha": -595.29226, "de_lowest_kcal_mol": 8.4}